C46H45N4O2S3ScSe | ωB97M-V with the def2-TZVPD basis set

Results
**Frontier orbital gap**: 7.8 eV
**HOMO level**: -12.69 eV
**LUMO energy**: -4.9 eV

ORCA input file:
```
! RIJCOSX wB97M-V def2-TZVPD def2/J DEFGRID3
* xyz 2 1
Sc -1.76986 0.31714 -1.15230
C -4.09296 3.15943 1.65611
C -4.46689 3.20817 0.18040
C -5.56919 2.18998 -0.10976
C -3.28158 3.07730 -0.76286
C -3.45237 3.31112 -2.13440
C -2.37728 3.35461 -2.99815
C -1.06396 3.16447 -2.55036
C 0.08855 3.22537 -3.50764
C -0.88143 2.92532 -1.19411
C -1.97585 2.86481 -0.31726
H -4.97716 3.34139 2.26609
H -3.34772 3.90873 1.92375
H -3.71115 2.17179 1.92920
H -4.87942 4.20118 -0.02743
H -5.22296 1.17562 0.11426
H -5.90452 2.23331 -1.14771
H -6.43535 2.38267 0.52180
H -4.44729 3.50002 -2.52167
H -2.54976 3.54790 -4.05008
H 0.04279 4.13253 -4.11050
H 0.06397 2.37564 -4.19404
H 1.04468 3.20798 -2.98542
H 0.11937 2.83635 -0.78476
H -1.78286 2.75431 0.74090
N -4.46599 -0.09431 -1.98361
N -4.41110 -0.99561 -3.04737
C -3.38422 -0.99065 -3.90328
N -3.41966 -1.87813 -4.89423
S -2.09301 0.11167 -3.79482
H -4.68069 -0.61089 -1.13698
H -5.19303 0.59169 -2.16142
H -5.13183 -1.69918 -3.12205
H -4.21424 -2.47395 -5.06523
H -2.66628 -1.88902 -5.56009
C 5.33108 1.47000 -5.59665
C 4.36350 1.16253 -4.49155
C 4.66259 1.46998 -3.16762
C 3.77073 1.17350 -2.14760
C 2.57445 0.54747 -2.46698
C 2.23979 0.23581 -3.78032
C 3.13892 0.55145 -4.78010
S 1.50580 0.18988 -1.12177
O 0.11375 0.05494 -1.80349
C 1.88731 -1.47607 -0.69161
C 1.83640 -2.48948 -1.67813
C 2.06674 -3.77468 -1.30738
C 2.34997 -4.10650 0.04493
C 2.56436 -5.44735 0.43750
C 2.81638 -5.75530 1.74373
C 2.86875 -4.73802 2.72049
C 2.66914 -3.43285 2.37155
C 2.40438 -3.08596 1.02292
C 2.16706 -1.73609 0.62704
C 2.21952 -0.64671 1.64679
C 3.47607 -0.07747 2.00703
C 4.69140 -0.51834 1.42228
C 5.87705 0.05269 1.78505
C 5.90888 1.08821 2.74522
C 4.75406 1.53271 3.32096
C 3.50866 0.96347 2.96475
C 2.29640 1.41624 3.55074
C 1.10171 0.86928 3.20201
C 1.07693 -0.16761 2.23915
S -0.43842 -0.85411 1.65040
O -1.00861 0.29312 0.75930
C -1.47512 -0.89661 3.06611
C -1.56853 -2.12543 3.70280
C -2.35798 -2.22903 4.83829
C -3.06716 -1.13365 5.32277
C -3.93494 -1.25236 6.54163
C -2.96985 0.08399 4.64235
C -2.17678 0.21368 3.51872
H 6.11859 2.14249 -5.26296
H 4.82352 1.92664 -6.44595
H 5.80183 0.55202 -5.95321
H 5.59919 1.95874 -2.93211
H 4.00703 1.42662 -1.11987
H 1.28291 -0.21475 -4.01209
H 2.89158 0.32407 -5.80985
H 1.60096 -2.23973 -2.70345
H 2.02359 -4.57006 -2.04047
H 2.52315 -6.22594 -0.31356
H 2.97942 -6.78379 2.03643
H 3.07329 -4.99666 3.75068
H 2.71695 -2.65721 3.12527
H 4.67470 -1.31758 0.69215
H 6.80126 -0.29248 1.34142
H 6.85730 1.52639 3.02544
H 4.77504 2.32452 4.05890
H 2.33908 2.20579 4.29047
H 0.18560 1.20734 3.66520
H -1.04518 -2.99172 3.31430
H -2.43597 -3.18160 5.34605
H -3.83524 -2.23037 7.00720
H -4.98454 -1.10579 6.28241
H -3.67257 -0.49349 7.27936
H -3.52261 0.94125 5.00758
H -2.10029 1.15838 2.99738
Se -1.56641 -4.25524 -0.21012
C -2.13975 -2.64997 -0.57964
N -2.52659 -1.55196 -0.81320
*
```

***

C62H33Cl3CoF15GeIN6O3S2 | ωB97M-V with the def2-TZVPD basis set

Results
**Frontier orbital gap (spin up / spin down)**: 5.6 / 7.3 eV
**<S²>**: 6.04
**HOMO level (spin up / spin down)**: -3.93 / -5.64 eV
**LUMO energy (spin up / spin down)**: 1.7 / 1.7 eV

ORCA input file:
```
! RIJCOSX wB97M-V def2-TZVPD def2/J DEFGRID3
* xyz -1 5
Co 0.61972 -0.48675 0.59644
N 1.10220 -3.27744 3.74489
C 1.49969 -4.27128 2.89810
C 1.73599 -3.66784 1.69543
N 1.47395 -2.34064 1.78522
C 1.08012 -2.12836 3.02806
C 0.71915 -0.81706 3.47881
N 0.37677 0.12283 2.62007
C 0.20875 1.26290 3.32384
C 0.43043 1.01116 4.64751
N 0.75569 -0.31233 4.73654
H 0.72523 -3.39871 4.66925
H 1.59351 -5.28950 3.22129
H 2.09617 -4.11305 0.79052
H -0.04186 2.17891 2.83388
H 0.37171 1.64091 5.50936
H 0.93952 -0.81757 5.58600
Cl 4.63906 5.25335 -0.39549
C 4.53518 3.82938 -1.32668
C 3.30723 3.40053 -1.80424
C 3.25451 2.26355 -2.58330
C 4.39817 1.53473 -2.89815
C 4.29698 0.33424 -3.81270
C 4.59716 -1.00970 -3.09684
N 3.43940 -1.47601 -2.38698
C 2.73310 -2.63142 -2.57701
C 1.68849 -2.58618 -1.69855
N 1.73989 -1.42726 -0.99233
C 2.80026 -0.78911 -1.42266
O 5.18991 0.47547 -4.90870
C 4.58574 0.48702 -6.18633
C 3.69795 -0.70212 -6.41975
C 4.14668 -1.98975 -6.52546
Cl 5.78332 -2.48986 -6.53307
S 2.85327 -3.14135 -6.64781
C 1.69657 -1.86803 -6.55621
C 2.28126 -0.64997 -6.43391
C 5.61213 1.97926 -2.38420
Cl 7.07295 1.12260 -2.71434
C 5.69253 3.12233 -1.60717
H 2.40615 3.92592 -1.54059
H 2.29662 1.91923 -2.93993
H 3.26036 0.27562 -4.17258
H 5.43773 -0.88495 -2.40718
H 4.86996 -1.74579 -3.85788
H 3.01934 -3.37165 -3.29799
H 0.91297 -3.30191 -1.52535
H 3.12776 0.15959 -1.05988
H 5.42888 0.48979 -6.88278
H 3.99870 1.40598 -6.32615
H 0.65325 -2.10576 -6.59081
H 1.73003 0.27040 -6.36156
H 6.64460 3.45192 -1.22323
I 8.45879 -1.76482 2.64943
C 6.71486 -0.69176 2.08195
C 5.52941 -1.37490 1.89293
C 4.38582 -0.66143 1.58400
C 4.43608 0.72086 1.45303
C 5.64095 1.38369 1.64326
C 6.78809 0.68287 1.96460
C 3.18807 1.53834 1.09015
O 3.29088 2.76091 1.07200
O 2.16608 0.86746 0.79299
H 5.49454 -2.44912 1.99413
H 3.44403 -1.17174 1.44955
H 5.65648 2.46008 1.55142
H 7.72298 1.19899 2.12514
F -6.03716 -2.32631 3.56338
C -5.05565 -2.45923 4.46981
C -3.74724 -2.27363 4.04403
C -2.77387 -2.42066 5.01454
F -1.47892 -2.27149 4.68059
C -3.06032 -2.72020 6.33743
F -2.06826 -2.83286 7.24390
C -4.38272 -2.90052 6.73079
F -4.68040 -3.18623 8.00675
C -5.39085 -2.77127 5.77714
F -6.66927 -2.93835 6.14763
Ge -3.39077 -1.94876 2.06470
S -1.48300 -2.33571 1.25036
C -4.42916 -3.38972 1.13599
C -4.62584 -3.22889 -0.22635
F -4.36088 -2.02746 -0.75378
C -5.05521 -4.26031 -1.04400
F -5.22385 -4.08976 -2.36209
C -5.31070 -5.50671 -0.48103
F -5.75656 -6.51310 -1.24644
C -5.08669 -5.70799 0.87471
F -5.30719 -6.91902 1.41077
C -4.62942 -4.65408 1.65163
F -4.35398 -4.87674 2.95260
C -4.51190 -0.26711 1.93522
C -3.99397 0.83755 2.58174
F -2.82820 0.67383 3.23598
C -4.64080 2.06319 2.62877
F -4.10890 3.11375 3.26715
C -5.89135 2.17995 2.03045
F -6.55987 3.33828 2.08366
C -6.45858 1.07585 1.40671
F -7.68636 1.17582 0.87885
C -5.76066 -0.12630 1.35993
F -6.35102 -1.17298 0.77758
C -0.70289 0.47694 -0.40335
C -1.40477 1.38516 -0.84668
C -2.05079 2.55585 -1.23784
C -1.79901 3.68541 -0.35591
C -1.58336 4.98424 -0.83519
C -1.26720 6.01295 0.03072
C -1.13451 5.77497 1.39012
C -1.34034 4.49352 1.88056
C -1.66610 3.46462 1.02267
C -2.79865 2.66275 -2.45247
C -2.70814 1.67610 -3.45532
C -3.36634 1.82454 -4.65667
C -4.14026 2.95153 -4.90810
C -4.28372 3.90905 -3.91251
C -3.65137 3.75754 -2.69794
H -1.61798 5.16984 -1.90021
H -1.10551 7.00850 -0.36193
H -0.86270 6.57922 2.05993
H -1.24142 4.30228 2.94078
H -1.82394 2.46305 1.39618
H -2.09826 0.80329 -3.27005
H -3.27361 1.05533 -5.41226
H -4.63695 3.08131 -5.86058
H -4.89749 4.78455 -4.08310
H -3.82706 4.47889 -1.91198
*
```